# 1
52
Properties=species:S:1:pos:R:3:forces:R:3 method="wB97M-V/def2-TZVPD" orbital_gap_ev="6.768 / 4.970" spin_multiplicity=4 homo_ev="-12.27 / -12.42" total_charge=+1 largest_force_ev_per_a=0.71
Mo 0.207892 -1.544935 0.077570 0.57 0.40 0.11
N 0.164570 -1.765845 2.353584 -0.07 -0.10 -0.16
N 1.487117 -1.605820 2.808200 0.03 0.08 0.03
C 2.458581 -1.281667 1.884548 -0.38 0.15 -0.37
O 3.629129 -1.318253 2.061401 0.09 0.04 0.10
O 1.870721 -0.863438 0.705210 0.20 -0.18 0.32
H -0.453222 -1.113415 2.831191 -0.06 0.06 -0.05
H -0.168783 -2.709114 2.554642 -0.05 -0.03 0.05
H 1.762105 -2.034162 3.678360 0.01 -0.03 0.00
N -2.278167 -2.140512 -2.327943 -0.01 0.00 0.05
C -0.977205 -2.086658 -2.741488 -0.28 0.00 0.17
N -0.564499 -2.240390 -3.965560 0.43 0.13 -0.12
N 0.798924 -2.122026 -3.885599 -0.25 -0.19 0.05
N 1.194337 -1.938395 -2.694045 -0.26 0.13 -0.07
N 0.060814 -1.869715 -1.894291 0.23 -0.22 -0.10
C -2.658637 -2.141045 -1.009871 0.15 0.02 -0.37
N -3.873256 -2.343492 -0.577108 -0.04 -0.16 0.51
N -3.753586 -2.331467 0.780793 -0.07 0.14 -0.30
N -2.552489 -2.116655 1.144367 0.02 -0.10 -0.21
N -1.788458 -1.975369 0.004875 -0.10 0.00 0.46
H -2.971331 -2.417304 -3.009067 -0.01 0.03 -0.02
C -1.349626 1.104184 -1.856202 -0.06 0.05 0.06
P -0.264181 0.890765 -0.425925 -0.01 -0.05 0.00
C -1.020391 1.802179 0.924940 0.07 0.11 -0.03
C -0.855840 3.189767 0.965834 0.00 -0.02 0.10
C -1.498231 3.924226 1.948102 -0.01 0.01 0.02
C -2.301726 3.285665 2.885425 0.00 0.04 0.01
C -2.474355 1.910516 2.840120 0.03 -0.03 -0.04
C -1.834646 1.165713 1.858756 -0.07 0.03 0.00
C 1.314691 1.624228 -0.819902 0.00 0.08 -0.08
C 2.131131 2.118124 0.200567 0.04 -0.01 0.00
C 3.376401 2.632041 -0.107412 0.00 -0.01 -0.01
C 3.816007 2.644591 -1.427078 0.03 0.02 0.01
C 3.015077 2.141590 -2.440545 -0.03 -0.02 0.00
C 1.763437 1.625659 -2.141151 0.05 -0.02 0.02
H -1.394669 2.173540 -2.068772 -0.03 0.00 -0.02
H -2.349026 0.753174 -1.598822 0.00 -0.02 -0.01
H -0.987868 0.574442 -2.734409 0.02 0.00 0.00
H -0.222357 3.692852 0.245525 -0.02 -0.02 -0.01
H -1.371009 4.998130 1.982660 -0.01 -0.01 0.00
H -2.801909 3.866549 3.649169 0.01 -0.01 -0.01
H -3.115399 1.415369 3.557422 0.00 0.01 -0.01
H -2.019303 0.100082 1.802162 0.00 -0.03 -0.01
H 1.795630 2.104358 1.230583 -0.01 0.00 -0.01
H 4.009475 3.017935 0.680083 -0.01 0.00 -0.01
H 4.792473 3.046313 -1.663915 -0.01 -0.01 0.01
H 3.363619 2.144281 -3.464291 -0.01 0.00 0.01
H 1.155128 1.218665 -2.938395 0.00 0.02 -0.01
Cl 0.738668 -4.955101 2.019106 -0.04 -0.02 0.17
Ge 0.869699 -4.270845 -0.003939 -0.23 -0.45 -0.15
Cl -0.647003 -5.226106 -1.141175 0.00 0.05 0.00
Cl 2.771522 -4.753191 -0.738300 0.14 0.16 -0.08

***

# 2
21
Properties=species:S:1:pos:R:3:forces:R:3 method="wB97M-V/def2-TZVPD" orbital_gap_ev=10.792 homo_ev=-15.24 total_charge=+1 largest_force_ev_per_a=2.92
C -1.078698 2.857908 0.064158 1.01 0.21 -0.49
C -0.974198 1.496933 0.725862 -0.38 -0.34 0.62
C 0.018951 0.621894 -0.031784 0.37 -0.60 -2.08
C -0.901289 -1.726366 -0.487125 0.54 1.39 -1.46
N -0.147706 -0.847051 0.050891 -0.11 -1.62 2.43
H -1.834679 3.504430 0.495421 0.11 0.01 0.28
H -0.074488 3.286903 0.155565 -0.30 0.52 0.18
H -1.230177 2.854227 -1.015357 -0.36 -0.45 -0.02
H -0.593147 1.652910 1.739079 -0.03 -0.10 -0.03
H -1.947494 1.024958 0.872067 0.01 -0.18 -0.38
H -0.009362 0.771631 -1.116956 -0.16 0.56 0.12
H 1.050300 0.797201 0.267219 -0.06 0.09 0.13
H -1.307655 -1.492745 -1.468637 -0.69 -0.06 0.32
H -0.991206 -2.702521 -0.030915 0.22 -0.11 -0.14
H 0.372075 -1.297097 0.818916 -0.17 0.77 0.64
H 2.055965 -2.332923 1.969846 0.41 -0.27 0.50
H 1.356011 -1.878947 3.315423 0.23 -0.20 -0.07
O 1.350486 -1.815021 2.355828 -0.58 0.40 -0.63
H 1.981728 -1.786933 -2.212166 0.62 -0.29 0.04
H 1.589540 -1.567572 -3.685325 0.24 -0.11 -0.28
O 1.315042 -1.421819 -2.782010 -0.91 0.40 0.32

***

# 3
57
Properties=species:S:1:pos:R:3:forces:R:3 method="wB97M-V/def2-TZVPD" orbital_gap_ev="7.622 / 5.083" spin_multiplicity=2 homo_ev="-8.06 / -7.97" total_charge=0 largest_force_ev_per_a=0.48
Ir 0.131878 -0.486281 0.232159 0.28 -0.18 0.06
Cl 3.440018 -0.167677 2.022611 -0.03 -0.02 -0.03
C 2.010555 0.587485 2.630580 0.00 0.03 0.00
C 0.817221 0.470456 1.926019 0.27 -0.07 0.33
C -0.220991 1.254528 2.381669 -0.03 0.01 0.06
Cl -1.596194 1.186343 1.292837 -0.15 0.15 -0.07
C -0.204997 2.056858 3.503701 0.11 -0.02 0.04
Cl -1.577696 2.980253 3.956032 -0.04 0.01 -0.01
C 0.979143 2.084690 4.239633 0.04 -0.07 -0.10
Cl 1.071360 3.032118 5.665842 -0.01 0.03 0.05
C 2.091586 1.362559 3.789977 -0.11 0.05 0.02
Cl 3.561950 1.453663 4.673204 0.01 -0.01 -0.01
S 1.734343 -1.954420 -0.504864 -0.01 -0.07 0.00
C 1.018724 -1.873508 -2.066253 -0.26 0.02 0.07
S -0.528029 -1.059942 -1.919698 0.21 -0.03 -0.12
C 1.552051 -2.318846 -3.239200 0.17 0.03 -0.13
C 0.898679 -2.056033 -4.481904 0.00 -0.13 0.16
N 0.364662 -1.812230 -5.471670 -0.01 0.05 -0.06
C 2.814398 -2.988803 -3.253074 -0.07 -0.01 -0.05
N 3.824832 -3.538389 -3.248846 0.02 0.02 0.01
C 0.785977 -4.353842 4.465985 0.02 0.02 -0.02
C 1.637948 -3.508523 3.725546 -0.02 -0.02 0.02
C 1.133225 -2.713883 2.736127 0.04 0.03 0.00
C -0.244604 -2.704012 2.417881 0.15 -0.07 0.06
C -0.801118 -1.868858 1.402263 -0.24 0.27 -0.23
C -2.157970 -1.963109 1.156619 -0.06 -0.03 -0.01
C -2.995944 -2.844090 1.862771 0.03 -0.07 0.05
C -2.476561 -3.624178 2.855493 0.00 0.02 -0.04
C -1.094232 -3.572132 3.153892 0.00 0.00 -0.01
C -0.546954 -4.384326 4.178483 -0.02 0.00 -0.01
H 1.191589 -4.979379 5.250216 0.00 0.00 0.00
H 2.699595 -3.489867 3.936431 0.00 -0.01 0.01
H 1.806232 -2.083606 2.177721 -0.02 0.01 0.00
H -2.605647 -1.365824 0.371349 -0.02 0.02 0.02
H -4.048704 -2.889611 1.615723 -0.01 -0.01 0.01
H -3.107750 -4.298115 3.422086 -0.01 0.00 0.00
H -1.215160 -5.035817 4.729146 0.00 0.00 0.00
C -1.161769 5.069562 -2.414307 -0.01 0.00 0.01
C -1.491609 3.612132 -2.127856 -0.04 0.01 -0.02
N -0.395464 2.904725 -1.471484 0.08 -0.05 0.06
C 0.572112 2.111323 -1.931853 -0.30 0.10 -0.37
S 1.612208 1.339468 -0.786034 -0.09 -0.06 0.17
N 0.807082 1.880829 -3.218135 0.00 0.01 0.04
C 0.154918 2.379681 -4.429656 -0.04 0.01 0.00
C -0.974659 1.479546 -4.909846 0.04 0.01 0.00
H -2.007970 5.559803 -2.896509 0.00 0.00 0.00
H -0.292010 5.162563 -3.065140 0.00 0.00 0.00
H -0.942239 5.601803 -1.488486 0.00 0.01 0.00
H -1.787755 3.078598 -3.026608 0.01 0.04 0.06
H -2.340428 3.553776 -1.444603 0.00 -0.01 0.00
H -0.357146 2.992856 -0.468434 -0.01 0.02 0.04
H 1.484856 1.145986 -3.353596 0.06 0.01 -0.01
H 0.934375 2.438090 -5.189356 0.00 -0.02 0.00
H -0.180449 3.399359 -4.257464 0.04 -0.02 -0.03
H -0.607975 0.473522 -5.110850 -0.02 0.01 -0.01
H -1.400707 1.880870 -5.830123 0.00 0.00 0.00
H -1.768807 1.401834 -4.166143 0.00 -0.04 -0.01

***

# 4
135
Properties=species:S:1:pos:R:3:forces:R:3 method="wB97M-V/def2-TZVPD" orbital_gap_ev=9.206 homo_ev=-8.55 total_charge=0 largest_force_ev_per_a=0.84
C -3.944494 -5.806671 -0.712337 -0.14 0.38 0.01
C -4.491035 -4.535276 -0.078535 0.34 -0.34 0.19
H -5.412965 -4.737848 0.469483 0.12 0.08 -0.03
H -3.753076 -4.098206 0.597437 -0.16 -0.02 -0.05
O -4.870643 -3.572651 -1.070569 -0.35 -0.05 -0.04
C -3.918667 -2.870394 -1.669812 -0.18 0.20 -0.41
O -2.737723 -2.975242 -1.453390 0.16 -0.07 0.05
C -4.520624 -1.953852 -2.720684 0.20 0.14 0.25
C -3.766572 -0.631450 -2.796630 -0.10 -0.22 0.17
C -3.859951 0.119982 -1.488296 -0.03 -0.24 -0.48
O -4.084560 -0.388254 -0.422712 -0.05 0.04 0.12
O -3.625283 1.419166 -1.698373 0.18 0.22 -0.19
C -3.528444 2.332686 -0.611319 0.08 0.16 0.76
H -3.411614 3.301882 -1.109135 -0.04 -0.10 0.08
C -2.247568 2.059755 0.201254 -0.25 -0.38 -0.38
O -1.184480 2.535095 -0.578553 -0.06 0.12 -0.03
C 0.011224 1.759067 -0.590034 0.27 -0.36 -0.20
H -0.240472 0.749201 -0.249292 -0.02 0.12 -0.15
C 1.111149 2.332686 0.338311 -0.31 -0.24 0.07
C 0.797536 3.761772 0.775542 0.22 -0.16 -0.08
H -0.008415 3.763423 1.504600 -0.11 0.07 0.07
H 0.484618 4.347337 -0.083298 -0.05 0.13 -0.02
H 1.679070 4.230252 1.204185 0.08 0.08 0.05
H 2.055089 2.341402 -0.209953 0.04 -0.03 0.00
C 1.283232 1.397998 1.555843 0.16 0.54 0.05
H 0.360128 1.428129 2.145032 0.12 0.06 -0.02
C 2.455382 1.831721 2.470831 -0.16 -0.35 -0.10
C 2.573224 0.941220 3.707646 -0.04 0.11 -0.16
H 1.620724 0.907350 4.232008 -0.08 -0.02 0.09
H 2.861294 -0.066587 3.422662 0.00 -0.09 0.05
H 3.326403 1.340287 4.384892 0.05 -0.04 0.09
H 2.258809 2.858944 2.786071 0.08 -0.08 -0.12
C 3.759389 1.847202 1.693004 -0.25 0.69 0.26
O 4.290811 2.855885 1.291122 0.04 0.10 -0.07
O 4.250309 0.627997 1.532609 0.02 -0.41 0.11
C 5.493745 0.471150 0.843016 0.49 -0.09 -0.48
C 6.235700 -0.683040 1.512696 -0.20 0.31 0.13
C 6.666645 -0.315989 2.928322 -0.01 -0.10 -0.22
H 7.176482 -1.154904 3.395154 0.05 -0.03 0.12
H 7.344245 0.535506 2.915458 0.08 0.09 0.06
H 5.800662 -0.059141 3.532925 -0.06 0.03 0.12
H 5.567832 -1.543499 1.540837 0.05 -0.06 -0.10
H 7.112631 -0.935902 0.917660 0.00 -0.04 -0.07
H 6.058405 1.406788 0.972258 -0.09 -0.20 -0.06
C 5.244099 0.297188 -0.688696 0.41 -0.33 0.44
C 6.569003 0.503515 -1.429846 -0.30 -0.06 0.01
H 6.381360 0.527045 -2.499437 0.07 -0.03 0.00
H 7.269705 -0.295752 -1.209932 0.14 -0.08 0.06
H 7.016046 1.452191 -1.136493 0.07 0.10 0.07
O 4.292841 1.264603 -1.087719 -0.12 0.26 0.04
H 4.673043 2.145929 -0.972119 -0.07 -0.04 0.09
C 4.635706 -1.091547 -1.010698 0.16 0.33 -0.25
O 3.728008 -1.513919 -0.028047 -0.36 -0.06 0.25
H 3.115761 -0.791510 0.188020 -0.02 -0.04 0.06
H 5.454039 -1.819037 -0.961242 -0.04 0.11 -0.04
C 3.980843 -1.217554 -2.426517 0.41 -0.12 -0.03
C 3.832380 0.070038 -3.228426 -0.39 0.10 -0.19
O 4.762287 0.545902 -3.839327 0.04 -0.08 -0.25
C 2.433647 0.633282 -3.422256 -0.08 0.06 0.00
C 1.789332 -0.112014 -4.597614 0.12 0.23 0.02
H 1.719985 -1.177039 -4.386097 -0.06 -0.18 0.03
H 2.370065 0.027103 -5.506757 0.04 -0.02 -0.10
H 0.784363 0.272334 -4.748830 -0.12 -0.04 -0.06
H 2.583707 1.672118 -3.720133 0.09 -0.05 0.02
C 1.549555 0.564241 -2.176380 -0.08 0.24 -0.08
H 1.048053 -0.403853 -2.133828 -0.02 -0.09 0.11
H 2.180391 0.657635 -1.298803 -0.05 -0.05 0.02
C 0.434055 1.621073 -2.083930 0.13 0.18 0.47
O -0.680771 1.103728 -2.796775 -0.24 -0.13 -0.17
H -1.446968 1.645572 -2.562843 0.00 0.01 0.00
C 0.796523 2.998622 -2.646763 -0.16 -0.34 0.09
H 0.825606 2.959539 -3.732726 0.08 0.00 -0.07
H 1.755753 3.337139 -2.269029 0.19 0.14 0.03
H 0.026146 3.707866 -2.352528 -0.04 0.12 -0.02
H 2.984612 -1.626287 -2.244576 0.05 0.04 0.04
C 4.770659 -2.210559 -3.285947 -0.18 0.10 0.06
H 4.866488 -3.163614 -2.771421 0.00 -0.11 0.05
H 5.761042 -1.817919 -3.501116 0.09 0.03 -0.03
H 4.258793 -2.375745 -4.231620 0.03 -0.06 -0.13
O 1.475352 0.067885 1.071427 -0.11 0.08 -0.11
C 0.673123 -0.936277 1.628065 0.21 -0.79 0.20
C 0.696902 -2.153850 0.705266 -0.06 0.20 0.66
H 1.723610 -2.466441 0.525304 0.00 -0.07 -0.08
H 0.239420 -1.875254 -0.244109 0.01 0.05 -0.12
C -0.131012 -3.281074 1.335055 -0.40 0.03 -0.49
C -0.243680 -4.461671 0.368332 0.08 0.21 0.37
H 0.738166 -4.783137 0.030282 0.11 -0.08 -0.06
H -0.751437 -5.290581 0.856415 -0.03 -0.11 0.00
H -0.829518 -4.152214 -0.491689 -0.05 0.01 -0.13
O 0.379073 -3.670431 2.615992 -0.20 0.14 -0.04
C 1.630744 -4.315887 2.643051 0.00 -0.08 0.08
H 1.869769 -4.440104 3.698763 0.10 -0.04 -0.06
H 2.412597 -3.717993 2.167055 0.04 -0.01 -0.01
H 1.589061 -5.301284 2.169356 0.04 0.03 0.00
C -1.544773 -2.738481 1.654679 0.64 0.39 -0.02
O -2.296339 -3.702448 2.348614 -0.19 -0.17 0.29
H -1.726820 -4.029302 3.058288 0.01 -0.04 -0.02
H -2.066758 -2.535409 0.715462 0.10 0.00 0.03
C -1.457330 -1.425270 2.457172 -0.49 -0.42 0.33
C -2.835735 -0.813121 2.656713 0.44 -0.11 -0.06
H -2.737713 0.167948 3.113787 -0.03 0.12 0.10
H -3.430577 -1.462787 3.291730 -0.08 -0.03 0.06
H -3.332331 -0.709457 1.696121 -0.09 0.04 -0.08
O -0.649038 -0.481800 1.777108 0.05 0.27 -0.30
H -0.993439 -1.648727 3.434519 -0.06 0.03 -0.13
H 1.054261 -1.225784 2.629079 -0.09 0.16 -0.21
O -2.305032 2.640572 1.469385 0.04 -0.07 0.22
C -3.039936 3.858361 1.525124 -0.21 0.40 0.20
C -2.820262 4.459162 2.907550 0.13 -0.18 -0.49
H -3.127664 3.745408 3.666823 -0.09 -0.08 0.10
H -3.401927 5.370886 3.011797 -0.07 0.10 0.05
H -1.768882 4.689659 3.055014 0.11 0.06 0.05
C -4.535549 3.600756 1.251247 0.22 -0.32 -0.15
H -5.059484 3.435378 2.193302 -0.04 0.06 0.04
H -4.962058 4.480793 0.768678 -0.04 0.08 0.02
C -4.722644 2.357795 0.349313 0.18 -0.02 -0.09
N -5.979580 2.246396 -0.362442 -0.03 -0.11 -0.01
C -7.084358 1.875901 0.494014 0.07 0.01 -0.07
H -7.942252 1.632018 -0.131952 -0.10 -0.01 0.05
H -7.380199 2.675477 1.189834 -0.05 0.01 0.04
H -6.811532 0.991166 1.066078 -0.03 -0.06 0.07
C -6.323823 3.344137 -1.238773 0.01 -0.10 0.10
H -6.628364 4.256875 -0.703645 0.02 0.04 -0.03
H -5.484262 3.576021 -1.889112 0.03 0.09 -0.10
H -7.159575 3.027903 -1.863287 -0.02 0.08 -0.06
H -4.647743 1.461983 0.974776 -0.02 0.17 -0.08
H -2.637255 4.543702 0.764296 -0.02 -0.06 0.08
H -2.132756 0.983128 0.383871 0.01 0.20 -0.10
H -2.702232 -0.816735 -2.971487 -0.01 0.08 -0.03
H -4.140010 -0.000932 -3.602220 0.04 -0.01 0.00
H -5.570839 -1.795835 -2.477699 0.01 -0.03 -0.08
H -4.455388 -2.469816 -3.681244 -0.04 -0.02 0.03
H -4.674001 -6.236388 -1.395509 -0.06 -0.08 -0.03
H -3.720202 -6.527834 0.067893 0.03 -0.12 0.09
H -3.032063 -5.588269 -1.260941 0.08 -0.03 -0.02